(1)
{
  "formula": "C4H7NO2",
  "method": "the ωB97M-V functional and the def2-TZVPD basis",
  "elements": ["C", "C", "C", "N", "C", "O", "O", "H", "H", "H", "H", "H", "H", "H"],
  "coordinates": [[-1.3823, -1.1159, 0.1124], [-0.5596, -0.7636, -1.1007], [0.0022, 1.8527, 0.1245], [0.6593, 1.5104, 1.1514], [2.6743, -0.5598, 0.4719], [2.8089, -1.6332, 0.8153], [0.6003, -1.0731, -1.2425], [-0.8412, -0.8304, 1.0202], [-1.5335, -2.2005, 0.1312], [-2.3588, -0.6233, 0.0925], [-1.0783, -0.1967, -1.9038], [-1.0853, 1.7330, 0.1369], [0.4357, 2.2514, -0.7998], [1.6584, 1.6491, 0.9906]],
  "atomic_forces_ev_per_a": [[0.0, 0.0, 0.0], [0.3, -0.2, -0.1], [0.0, 0.0, 0.3], [-0.1, 0.2, -0.4], [0.4, -1.3, 0.4], [-0.1, 1.2, -0.4], [-0.6, 0.1, 0.0], [0.0, -0.1, -0.1], [0.0, 0.1, 0.0], [0.1, -0.1, 0.0], [0.1, -0.1, 0.1], [0.1, 0.1, 0.0], [0.0, 0.0, 0.1], [-0.1, 0.0, 0.1]],
  "e_above_lowest_kj_mol": 237.5,
  "total_energy_ev": -9844.818,
  "charge": 0,
  "homo_energy_ev": -10.074,
  "homo_lumo_gap_ev": 10.778
}

***

(2)
{
  "formula": "C4H7NO2",
  "method": "the ωB97M-V functional and the def2-TZVPD basis",
  "elements": ["O", "C", "C", "C", "C", "N", "O", "H", "H", "H", "H", "H", "H", "H"],
  "coordinates": [[-1.3654, 1.7538, 0.2265], [-0.8910, 0.8789, -0.4558], [-0.3008, -0.3825, 0.0755], [0.1838, -1.4613, -0.9244], [1.1048, -0.5156, -0.3333], [2.2387, 0.0326, -0.3274], [2.2262, 1.1418, 0.5092], [-0.8080, 0.9946, -1.5580], [-0.5957, -0.6922, 1.0739], [0.1862, -2.4852, -0.5587], [-0.0916, -1.3508, -1.9728], [3.1264, 1.4838, 0.4304], [-2.6710, -0.0115, 2.0264], [-2.3426, 0.6136, 1.7885]],
  "atomic_forces_ev_per_a": [[0.2, -0.4, -0.4], [-0.1, 0.3, 0.2], [0.0, 0.2, 0.2], [0.1, -0.1, -0.1], [0.3, 0.1, -0.1], [-0.4, -0.5, -0.2], [0.3, 0.2, 0.1], [0.0, 0.0, 0.1], [0.1, 0.1, -0.2], [0.0, 0.2, 0.0], [0.1, 0.0, 0.2], [-0.1, -0.1, 0.0], [-0.1, 0.0, 0.1], [-0.1, -0.1, 0.1]],
  "smiles": "O=C[C@H]1C/C1=N/O.[H][H]",
  "e_above_lowest_kj_mol": 499.1,
  "total_energy_ev": -9842.107,
  "charge": 0,
  "homo_energy_ev": -9.928,
  "homo_lumo_gap_ev": 10.616
}

***

(3)
{
  "formula": "C4H7NO2",
  "method": "the ωB97M-V functional and the def2-TZVPD basis",
  "elements": ["C", "C", "C", "O", "C", "N", "O", "H", "H", "H", "H", "H", "H", "H"],
  "coordinates": [[-1.0270, -1.1182, 0.6878], [-0.3755, -0.0594, -0.1971], [-1.0658, 1.2955, -0.0943], [-2.1716, 1.4700, 0.3491], [1.0822, 0.2083, 0.1670], [1.9754, 0.1091, -0.8591], [1.3936, 0.5677, 1.2919], [-0.8250, -0.9129, 1.7414], [-2.1114, -1.1391, 0.5443], [-0.6255, -2.1067, 0.4489], [-0.4605, -0.3597, -1.2535], [-0.4804, 2.1554, -0.4715], [1.7483, -0.4086, -1.6992], [2.9433, 0.2987, -0.6557]],
  "atomic_forces_ev_per_a": [[0.0, -0.1, 0.1], [-0.2, 0.0, 0.0], [-0.5, 0.2, 0.2], [0.4, -0.2, -0.2], [0.1, 0.0, 0.4], [-0.1, -0.1, -0.1], [-0.1, -0.2, -0.7], [0.0, 0.0, -0.1], [0.2, 0.1, 0.0], [0.0, 0.1, 0.0], [0.1, 0.1, 0.1], [0.1, 0.0, 0.0], [0.1, 0.3, 0.3], [0.0, -0.1, 0.0]],
  "smiles": "C[C@@H](C=O)C(N)=O",
  "e_above_lowest_kj_mol": 48.3,
  "total_energy_ev": -9846.779,
  "charge": 0,
  "homo_energy_ev": -10.027,
  "homo_lumo_gap_ev": 10.674
}

***

(4)
{
  "formula": "C4H7NO2",
  "method": "the ωB97M-V functional and the def2-TZVPD basis",
  "elements": ["C", "C", "N", "O", "C", "C", "O", "H", "H", "H", "H", "H", "H", "H"],
  "coordinates": [[-0.3163, 0.9801, 0.3494], [0.8767, 0.2391, 0.8726], [1.9518, 0.6681, 1.3690], [0.7464, -1.0926, 0.8022], [-0.3503, -1.5228, 0.0251], [-0.7374, -0.3565, -0.8181], [-0.0073, -0.4283, -2.0183], [-0.0289, 1.9725, -0.0143], [-0.0346, 1.1247, -2.0980], [-1.1054, 1.1715, 1.0822], [1.9302, 1.6855, 1.3846], [0.0336, -2.3236, -0.6113], [-1.1473, -1.8825, 0.6780], [-1.8112, -0.2352, -1.0030]],
  "atomic_forces_ev_per_a": [[0.0, -2.5, -1.9], [0.2, 0.4, 0.9], [0.2, 0.6, 0.0], [0.2, -0.6, 0.4], [0.1, -0.1, 0.1], [-0.9, 2.3, 1.4], [-0.1, 6.7, 0.4], [-0.1, -0.3, -0.6], [0.4, -5.5, -0.5], [0.0, -0.6, -0.1], [0.1, -0.1, 0.1], [-0.3, -0.1, 0.0], [-0.1, 0.0, -0.1], [0.1, -0.2, 0.0]],
  "e_above_lowest_kj_mol": 516.0,
  "total_energy_ev": -9841.931,
  "charge": 0,
  "homo_energy_ev": -9.647,
  "homo_lumo_gap_ev": 8.449
}